[1]
Here is C24H38IrO3P as an isolated structure at a distorted geometry from the Open Molecules 2025 dataset. Energies are from ωB97M-V/def2-TZVPD.

XYZ file:
```
67
Properties=species:S:1:pos:R:3:forces:R:3:lowdin_spin:R:1
C 1.5105 -1.8661 0.3543 -0.251 -0.462 -0.148 0.186
C 1.9358 -1.2636 -0.8667 0.022 0.187 1.029 0.269
C 0.9466 -1.4519 -1.8476 -1.046 -0.787 -0.764 0.318
C -0.1421 -2.2108 -1.2540 0.654 -0.041 -0.354 0.141
C 0.2755 -2.6031 0.0982 2.094 -1.222 -0.742 0.195
Ir -0.6330 -0.8024 0.3374 -0.124 1.189 0.568 1.094
C -2.5118 1.3283 -1.0385 0.257 1.829 -3.478 0.601
C -2.0999 0.8029 0.2381 -1.977 -0.359 0.900 0.264
H -2.0483 1.5197 1.0626 0.335 -0.093 -0.297 0.019
C -2.6389 -0.4944 0.6489 -1.100 0.349 -0.517 0.151
H -3.3179 -1.0678 0.0003 0.511 0.347 -0.229 0.004
H -2.9143 -0.7067 1.6819 0.288 0.361 -0.042 0.019
C -2.8693 2.8587 -1.2588 0.819 -0.943 0.246 0.061
H -2.3046 3.5626 -0.5930 -0.360 -0.806 -0.341 0.008
H -2.7257 3.2500 -2.3040 -0.055 -0.820 0.902 0.004
H -3.9181 2.9538 -1.0188 -0.470 0.342 0.060 0.022
C -2.4372 0.4314 -2.3247 0.904 0.965 0.747 0.069
H -1.5998 -0.3143 -2.2774 -0.704 0.644 0.251 0.012
H -3.3611 -0.1138 -2.3739 -0.533 -0.450 -0.427 0.022
H -2.2675 1.0000 -3.2818 -0.461 -0.315 1.081 0.004
C 3.2463 -0.5923 -1.0352 0.104 0.269 -0.183 0.043
H 3.4282 0.1211 -0.2186 -0.053 -0.242 -0.129 0.012
H 4.0676 -1.3238 -1.0185 -0.210 0.039 0.069 0.014
H 3.3005 -0.0450 -1.9801 -0.002 -0.129 0.161 0.001
C 1.0227 -0.9991 -3.2549 0.108 0.171 -0.339 0.045
H 1.4160 0.0249 -3.3246 -0.105 -0.230 -0.010 0.007
H 1.6943 -1.6482 -3.8353 -0.125 0.101 0.024 0.019
H 0.0410 -1.0169 -3.7414 0.225 0.028 0.075 0.002
C -1.2723 -2.8605 -1.9713 -0.227 -0.178 -0.162 0.020
H -1.3281 -2.5110 -3.0046 -0.108 -0.138 0.128 0.000
H -1.1465 -3.9496 -1.9702 -0.046 0.120 -0.129 0.005
H -2.2158 -2.6272 -1.4660 0.040 -0.191 -0.276 0.005
C -0.1981 -3.7957 0.8589 -0.169 0.281 0.172 0.048
H -1.1385 -4.1609 0.4405 0.083 -0.026 0.127 0.000
H 0.5456 -4.6014 0.8265 -0.072 0.111 -0.038 0.016
H -0.3540 -3.5105 1.9047 -0.008 -0.230 -0.083 0.010
C 2.3469 -2.0031 1.5728 0.341 0.093 0.266 0.017
H 1.7859 -2.5027 2.3693 0.260 0.070 -0.173 0.000
H 3.2549 -2.5816 1.3478 -0.169 0.085 0.158 0.007
H 2.6502 -1.0140 1.9445 0.041 -0.328 -0.009 0.003
C 1.6429 2.2851 -1.3836 -4.908 -1.966 3.008 0.641
C 0.3320 2.1451 -1.8381 -1.449 0.313 -2.972 0.134
C 2.7536 2.7531 -1.8446 1.454 1.070 -2.602 0.114
C 0.2471 2.6010 -3.2181 3.069 -0.160 1.986 0.050
H -0.7166 1.7035 -1.4759 3.155 1.037 0.075 0.029
C 2.6914 3.1238 -3.2248 1.101 -0.104 1.482 0.045
H 3.5727 2.7977 -1.1805 1.315 0.276 0.139 0.023
C 1.4656 3.0277 -3.8382 -0.771 -0.380 1.198 -0.015
H -0.6221 2.6247 -3.8197 -0.976 -0.156 -0.221 0.008
H 3.6347 3.4684 -3.6922 -0.976 -0.170 -0.076 0.007
H 1.4580 3.3078 -4.8314 -0.371 0.553 -2.052 -0.001
C -0.0518 -1.5823 4.8736 -0.512 0.243 -0.324 0.009
O -0.2033 -1.6243 3.4077 0.247 1.615 0.390 0.026
P -0.3906 -0.2584 2.5039 0.527 -0.525 2.208 0.114
O -1.6179 0.5731 3.1576 0.729 -0.271 0.225 0.022
C -1.7509 1.0660 4.5220 0.087 0.040 -0.066 0.007
O 0.9463 0.6193 2.7876 -0.834 -0.207 0.403 0.023
C 1.0000 2.0640 2.6312 0.022 -0.040 0.104 0.010
H 0.4034 -2.5283 5.1773 -0.035 0.247 -0.137 0.001
H -1.0751 -1.5122 5.2981 0.754 -0.013 -0.074 0.000
H 0.5772 -0.7238 5.1886 -0.337 -0.608 -0.226 0.001
H -2.5179 0.4690 5.0332 0.276 0.168 -0.189 0.000
H -0.8042 1.0237 5.0844 -0.368 0.037 -0.349 0.000
H -2.0873 2.1041 4.4447 0.078 -0.221 0.058 0.001
H -0.0004 2.5225 2.5691 0.323 -0.304 0.009 0.000
H 1.5192 2.4417 3.5205 -0.126 -0.003 -0.338 0.001
H 1.5683 2.2930 1.7206 -0.184 -0.061 0.247 0.011
```
Forces are in eV/Å.

Output
multiplicity = 6
energy relative to the best compared isomer or geometry (same formula, charge and spin) = 103.32 kJ/mol
energy = -1608.1792 a.u.
charge = +1
maximum force = 6.08 eV Å⁻¹

---

[2]
Here is C6H7N3S2 as an isolated structure at a distorted geometry from the Open Molecules 2025 dataset. Energies are from ωB97M-V/def2-TZVPD.

XYZ file:
```
18
Properties=species:S:1:pos:R:3:forces:R:3:nbo_charge:R:1
C -3.7664 -0.7699 0.3808 -3.808 -0.097 -9.494 -0.735
C -1.2757 0.2996 -0.0252 -4.013 1.229 -0.860 0.228
C 0.7519 0.4582 0.0674 2.089 2.058 -1.403 -0.029
C 2.1516 0.7730 0.0455 1.233 0.463 0.582 0.231
C 2.7761 2.1791 0.1048 3.040 -2.759 4.110 -0.643
C 0.5264 -0.8717 -0.0961 3.222 -0.042 1.034 -0.083
H -3.3647 -0.9387 1.2222 2.579 -2.311 6.228 0.196
H -3.7803 -1.5918 -0.5424 1.067 1.521 2.628 0.207
H -4.8651 -0.7101 0.3495 0.386 0.741 0.843 0.250
H 2.4723 2.6155 -0.7479 -1.680 2.770 -2.227 0.225
H 3.9169 2.1118 -0.0539 -1.659 -0.409 0.321 0.229
H 2.7141 2.6202 1.1996 -0.620 -0.325 -2.650 0.240
H -1.4084 -1.8252 -0.2327 1.780 2.543 0.452 0.435
N -0.4029 1.2122 -0.0355 2.091 0.994 1.212 -0.435
N 2.9491 -0.2689 -0.0108 -0.797 0.092 0.266 -0.585
N -0.7844 -0.9345 -0.0877 -4.709 -6.046 -0.604 -0.546
S -3.0131 0.7773 -0.1773 0.605 -0.527 -0.041 0.259
S 2.0755 -1.6994 -0.0177 -0.807 0.106 -0.396 0.556
```
Forces are in eV/Å.

Output
energy relative to the best compared isomer or geometry (same formula, charge and spin) = 138.45 kJ/mol
energy = -1193.3951 a.u.
maximum force = 10.23 eV Å⁻¹